{
  "formula": "C75H169F6N11O19S2Tl",
  "method": "ωB97M-V/def2-TZVPD",
  "spin_multiplicity": 1,
  "homo_energy_ev": -9.5,
  "orbital_gap_ev": 1.2,
  "total_charge": 1,
  "fmax_ev_per_a": 4.01,
  "molar_mass_g_mol": 1911.740,
  "elements": ["Tl", "C", "F", "F", "F", "S", "O", "O", "O", "C", "F", "F", "F", "S", "O", "O", "O", "C", "O", "C", "C", "N", "C", "C", "O", "C", "H", "H", "H", "H", "H", "H", "H", "H", "H", "H", "H", "H", "H", "H", "H", "C", "O", "C", "C", "N", "C", "C", "O", "C", "H", "H", "H", "H", "H", "H", "H", "H", "H", "H", "H", "H", "H", "H", "H", "C", "C", "C", "O", "C", "N", "H", "H", "H", "H", "H", "H", "H", "H", "H", "H", "H", "C", "C", "C", "O", "C", "N", "H", "H", "H", "H", "H", "H", "H", "H", "H", "H", "H", "C", "C", "C", "O", "C", "N", "H", "H", "H", "H", "H", "H", "H", "H", "H", "H", "H", "C", "C", "C", "O", "C", "N", "H", "H", "H", "H", "H", "H", "H", "H", "H", "H", "H", "C", "C", "C", "C", "C", "C", "N", "O", "C", "C", "C", "H", "H", "H", "H", "H", "H", "H", "H", "H", "H", "H", "H", "H", "H", "H", "H", "H", "H", "H", "C", "C", "C", "C", "C", "C", "N", "O", "C", "C", "C", "H", "H", "H", "H", "H", "H", "H", "H", "H", "H", "H", "H", "H", "H", "H", "H", "H", "H", "H", "C", "C", "C", "C", "C", "C", "N", "O", "C", "C", "C", "H", "H", "H", "H", "H", "H", "H", "H", "H", "H", "H", "H", "H", "H", "H", "H", "H", "H", "H", "C", "C", "C", "C", "C", "C", "N", "O", "C", "C", "C", "H", "H", "H", "H", "H", "H", "H", "H", "H", "H", "H", "H", "H", "H", "H", "H", "H", "H", "H", "C", "C", "C", "C", "C", "C", "N", "O", "C", "C", "C", "H", "H", "H", "H", "H", "H", "H", "H", "H", "H", "H", "H", "H", "H", "H", "H", "H", "H", "H"],
  "xyz": [[-0.339, 0.200, 5.458], [0.090, -0.312, -0.127], [0.716, -1.416, 0.248], [0.704, 0.173, -1.244], [-1.204, -0.565, -0.313], [0.335, 0.991, 1.384], [1.810, 1.229, 1.497], [-0.451, 2.214, 1.052], [-0.236, 0.328, 2.561], [-5.560, -0.267, 3.080], [-6.229, 0.803, 3.100], [-6.358, -1.345, 3.000], [-4.796, -0.275, 2.062], [-4.436, -0.426, 4.725], [-4.124, -1.857, 4.868], [-3.194, 0.351, 4.606], [-5.251, -0.007, 5.857], [-0.661, -8.046, -4.964], [-0.686, -7.809, -3.592], [-0.092, -6.555, -3.277], [-0.127, -6.227, -1.769], [-1.545, -5.876, -1.363], [-1.460, -5.229, -0.093], [-2.868, -4.724, 0.270], [-2.900, -3.915, 1.406], [-4.231, -3.543, 1.781], [-1.287, -8.895, -5.239], [0.368, -7.940, -5.309], [-1.154, -7.172, -5.389], [-0.672, -5.806, -3.818], [0.924, -6.511, -3.671], [0.534, -5.380, -1.588], [0.224, -7.123, -1.256], [-2.068, -6.736, -1.276], [-0.775, -4.381, -0.089], [-1.058, -5.870, 0.691], [-3.548, -5.576, 0.273], [-3.320, -4.151, -0.540], [-4.858, -4.357, 2.145], [-4.728, -2.998, 0.979], [-4.101, -2.908, 2.658], [1.621, 3.391, 4.029], [1.702, 1.988, 4.364], [3.042, 1.478, 4.493], [3.275, -0.042, 4.166], [2.468, -0.928, 5.073], [2.453, -2.357, 4.651], [1.439, -2.627, 3.548], [0.108, -2.180, 3.994], [-0.975, -2.704, 3.174], [1.899, 3.533, 2.985], [2.247, 3.930, 4.740], [0.640, 3.818, 4.236], [3.387, 1.634, 5.515], [3.646, 2.049, 3.788], [4.333, -0.272, 4.292], [3.065, -0.149, 3.102], [3.014, -0.993, 5.921], [2.179, -2.941, 5.529], [3.423, -2.687, 4.277], [1.386, -3.702, 3.376], [1.621, -2.205, 2.560], [-0.934, -3.776, 3.368], [-0.808, -2.514, 2.114], [-1.897, -2.176, 3.418], [-4.242, -4.449, -3.753], [-3.020, -3.907, -4.441], [-3.456, -2.698, -5.233], [-4.574, -3.073, -6.092], [-5.163, -1.993, -6.826], [-2.037, -3.463, -3.461], [-4.967, -4.874, -4.447], [-4.704, -3.656, -3.165], [-3.901, -5.141, -2.983], [-2.536, -4.640, -5.087], [-2.726, -2.151, -5.830], [-3.763, -1.847, -4.624], [-4.400, -1.367, -7.290], [-5.634, -1.342, -6.089], [-5.978, -2.267, -7.496], [-1.809, -4.274, -2.904], [-1.216, -3.334, -4.035], [-1.087, 4.620, 8.260], [-1.202, 3.439, 7.282], [-1.721, 3.796, 5.838], [-1.624, 2.690, 4.934], [-2.384, 3.050, 3.725], [-0.008, 2.671, 7.187], [-2.095, 4.995, 8.440], [-0.532, 5.419, 7.768], [-0.668, 4.384, 9.239], [-2.026, 2.777, 7.550], [-1.241, 4.662, 5.383], [-2.728, 4.212, 5.819], [-2.454, 2.160, 3.100], [-2.084, 3.889, 3.096], [-3.402, 3.319, 4.008], [0.189, 2.258, 8.087], [0.680, 3.390, 7.015], [-0.232, -3.306, 7.774], [-1.304, -3.574, 6.623], [-2.375, -4.627, 6.934], [-2.931, -5.056, 5.708], [-3.644, -6.290, 5.623], [-1.882, -2.294, 6.319], [0.443, -2.467, 7.607], [0.417, -4.174, 7.892], [-0.636, -3.019, 8.745], [-0.793, -3.885, 5.712], [-3.130, -4.363, 7.675], [-1.831, -5.483, 7.333], [-3.842, -6.468, 4.566], [-4.536, -6.180, 6.239], [-3.027, -7.083, 6.044], [-2.425, -2.099, 7.148], [-2.759, -2.447, 5.843], [1.293, -2.954, -2.675], [1.446, -2.034, -3.867], [2.797, -2.002, -4.450], [2.767, -1.255, -5.639], [4.084, -0.947, -6.083], [0.370, -2.446, -4.780], [1.944, -2.760, -1.823], [1.614, -3.949, -2.985], [0.274, -2.930, -2.290], [1.070, -1.046, -3.603], [3.248, -2.987, -4.569], [3.481, -1.491, -3.772], [3.949, -0.257, -6.916], [4.586, -1.885, -6.320], [4.745, -0.507, -5.337], [0.723, -2.464, -5.726], [-0.238, -1.640, -4.818], [-1.212, 6.171, -4.763], [-0.687, 5.149, -3.817], [-1.839, 4.919, -2.796], [-1.665, 3.639, -1.910], [-1.463, 2.474, -2.852], [-0.267, 2.628, -3.896], [-0.490, 3.914, -4.644], [0.488, 4.135, -5.552], [1.072, 2.501, -3.170], [-0.495, 1.419, -4.821], [0.535, 5.736, -3.077], [-0.518, 6.449, -5.557], [-1.465, 7.112, -4.275], [-2.032, 5.770, -5.358], [-2.076, 5.790, -2.185], [-2.777, 4.773, -3.331], [-2.533, 3.467, -1.274], [-0.902, 3.741, -1.139], [-2.423, 2.092, -3.199], [-1.252, 1.639, -2.184], [1.154, 3.130, -2.284], [1.321, 1.495, -2.835], [1.827, 2.746, -3.917], [-0.603, 0.530, -4.199], [-1.377, 1.687, -5.402], [0.375, 1.354, -5.475], [0.321, 6.776, -2.829], [1.258, 5.800, -3.890], [0.954, 5.209, -2.220], [0.034, 3.962, -6.380], [2.159, 6.083, 0.550], [1.320, 7.113, 1.440], [1.396, 8.432, 0.683], [0.280, 9.423, 0.979], [-1.139, 8.811, 0.918], [-1.283, 7.361, 1.602], [-0.058, 6.535, 1.334], [-0.144, 5.287, 1.863], [-1.520, 7.527, 3.129], [-2.475, 6.628, 0.944], [1.943, 7.242, 2.859], [3.213, 6.304, 0.381], [1.804, 6.087, -0.480], [2.118, 5.075, 0.962], [2.373, 8.881, 0.861], [1.334, 8.260, -0.392], [0.400, 10.204, 0.229], [0.397, 9.799, 1.995], [-1.418, 8.850, -0.135], [-1.727, 9.581, 1.417], [-1.538, 6.538, 3.588], [-0.674, 7.919, 3.693], [-2.348, 8.151, 3.462], [-3.339, 7.276, 0.794], [-2.152, 6.377, -0.066], [-2.814, 5.775, 1.531], [2.987, 7.542, 2.763], [1.776, 6.438, 3.576], [1.528, 8.009, 3.513], [0.196, 4.728, 1.161], [5.458, 0.711, 1.561], [6.245, 1.912, 0.845], [7.516, 1.426, 0.143], [7.250, 0.789, -1.293], [6.370, 1.679, -2.121], [5.119, 2.154, -1.457], [5.430, 2.747, -0.104], [4.294, 3.256, 0.493], [4.573, 3.220, -2.360], [4.126, 0.979, -1.527], [6.754, 2.910, 1.958], [5.805, 0.443, 2.558], [5.598, -0.219, 1.009], [4.443, 1.109, 1.572], [8.159, 2.284, -0.054], [8.081, 0.704, 0.732], [6.789, -0.167, -1.042], [8.211, 0.610, -1.775], [6.119, 1.119, -3.022], [6.944, 2.538, -2.470], [3.671, 3.697, -1.978], [5.281, 4.028, -2.544], [4.210, 2.856, -3.321], [3.119, 1.153, -1.148], [4.101, 0.681, -2.575], [4.405, 0.100, -0.946], [7.542, 2.428, 2.537], [5.971, 3.162, 2.673], [7.042, 3.918, 1.661], [3.774, 2.450, 0.513], [-5.498, 1.331, -0.587], [-6.050, 0.599, -1.783], [-5.782, -0.920, -1.513], [-6.497, -1.910, -2.475], [-8.074, -1.570, -2.494], [-8.303, -0.093, -2.917], [-7.496, 0.826, -2.074], [-7.703, 2.193, -2.308], [-8.207, 0.033, -4.468], [-9.744, 0.197, -2.582], [-5.126, 1.043, -2.956], [-6.142, 1.105, 0.262], [-5.604, 2.401, -0.767], [-4.455, 1.096, -0.376], [-4.697, -1.020, -1.529], [-6.026, -1.130, -0.471], [-6.193, -2.884, -2.091], [-6.155, -1.826, -3.506], [-8.371, -1.689, -1.452], [-8.657, -2.268, -3.095], [-9.036, -0.495, -4.941], [-8.323, 1.104, -4.637], [-7.322, -0.396, -4.938], [-10.469, -0.367, -3.169], [-9.973, -0.116, -1.563], [-9.958, 1.250, -2.765], [-4.082, 0.735, -2.912], [-5.253, 2.112, -3.125], [-5.411, 0.626, -3.923], [-7.215, 2.321, -3.125], [6.034, -4.520, -2.781], [6.211, -5.537, -1.601], [7.536, -5.408, -0.914], [7.587, -4.262, 0.064], [6.473, -4.511, 1.161], [5.093, -4.577, 0.466], [5.085, -5.561, -0.705], [3.844, -5.687, -1.332], [4.251, -5.062, 1.656], [4.666, -3.158, 0.047], [6.247, -6.885, -2.297], [6.561, -4.862, -3.672], [6.391, -3.497, -2.660], [4.968, -4.354, -2.934], [7.897, -6.347, -0.494], [8.267, -5.101, -1.662], [7.458, -3.245, -0.307], [8.528, -4.356, 0.607], [6.523, -3.572, 1.713], [6.779, -5.295, 1.853], [3.198, -5.206, 1.417], [4.566, -6.051, 1.990], [4.363, -4.376, 2.497], [3.636, -3.127, -0.309], [4.809, -2.412, 0.829], [5.263, -2.750, -0.770], [5.518, -6.911, -3.107], [6.083, -7.790, -1.712], [7.221, -6.968, -2.778], [3.633, -6.572, -1.026]]
}


{
  "formula": "C20H22BrCl3GeMnN2O4",
  "method": "ωB97M-V/def2-TZVPD",
  "spin_multiplicity": 5,
  "homo_energy_ev": [-11.1, -11.1],
  "orbital_gap_ev": [6.2, 7.7],
  "s_squared": 6.31,
  "e_above_lowest_kj_mol": 147.7,
  "total_charge": 1,
  "fmax_ev_per_a": 0.27,
  "molar_mass_g_mol": 668.217,
  "elements": ["Mn", "C", "O", "C", "C", "C", "Br", "C", "C", "C", "O", "C", "N", "C", "C", "C", "C", "C", "C", "N", "H", "H", "H", "H", "H", "H", "H", "H", "H", "H", "H", "Cl", "C", "Cl", "Cl", "C", "O", "O", "C", "Ge", "C", "C", "C", "H", "H", "H", "H", "H", "H", "H", "H", "H", "H", "H"],
  "xyz": [[-2.024, 1.284, 0.545], [-3.926, -0.905, -0.270], [-2.511, -0.607, -0.127], [-1.572, -1.306, -0.884], [-1.789, -2.548, -1.439], [-0.745, -3.132, -2.153], [-1.027, -4.819, -2.930], [0.479, -2.510, -2.292], [0.699, -1.263, -1.707], [-0.348, -0.669, -1.025], [-0.243, 0.604, -0.445], [2.008, -0.611, -1.874], [2.779, -0.809, -2.897], [3.912, -0.040, -2.647], [5.068, 0.112, -3.415], [6.058, 0.928, -2.918], [5.915, 1.589, -1.682], [4.774, 1.459, -0.918], [3.778, 0.635, -1.435], [2.516, 0.293, -0.960], [-4.081, -1.976, -0.341], [-4.308, -0.388, -1.147], [-4.399, -0.545, 0.641], [-2.727, -3.071, -1.342], [1.285, -2.968, -2.847], [0.280, 1.181, -1.025], [5.172, -0.401, -4.361], [6.970, 1.069, -3.481], [6.721, 2.216, -1.326], [4.668, 1.972, 0.029], [2.220, 0.372, -0.001], [-1.492, 5.835, -0.541], [-2.865, 4.801, -0.911], [-4.315, 5.347, -0.052], [-3.150, 4.753, -2.641], [-2.603, 3.388, -0.372], [-2.023, 3.253, 0.757], [-2.965, 2.364, -0.996], [-1.010, -0.676, 5.002], [-1.042, -0.877, 3.071], [0.772, -0.961, 2.367], [-2.072, -2.443, 2.559], [-1.939, 0.789, 2.477], [-0.544, -1.555, 5.450], [-2.018, -0.581, 5.403], [-0.437, 0.204, 5.294], [1.322, -1.754, 2.874], [1.298, -0.022, 2.549], [0.785, -1.188, 1.300], [-1.700, -3.306, 3.114], [-1.981, -2.672, 1.498], [-3.126, -2.320, 2.812], [-1.488, 1.671, 2.941], [-3.010, 0.803, 2.723]]
}